1.
Below is a cluster of 3 separate species, C35H75NO4S in total, with properties calculated with the ωB97M-V functional and the def2-TZVPD basis.

The geometry in XYZ format:
```
116
Properties=species:S:1:pos:R:3:forces:R:3
C 3.9163 -2.0096 4.4620 0.110 0.264 -0.095
C 3.6667 -0.5038 4.3318 0.251 -0.057 -0.358
C 4.0522 0.0395 2.9377 -0.253 -0.280 0.227
C 3.2625 1.2861 2.4879 0.422 0.041 -0.101
C 2.4564 1.1054 1.1861 -0.278 0.372 0.163
C 0.9254 1.1401 1.4092 0.455 -0.164 -0.455
C 0.3346 2.5420 1.2055 0.200 -0.027 0.045
C -0.9074 2.9255 2.0224 -0.221 -0.244 0.150
C -0.8083 2.4992 3.4909 0.294 0.198 -0.106
C -1.7698 3.3331 4.3117 0.187 -0.089 0.402
C -1.7253 3.1238 5.8291 -0.006 -0.042 -0.261
C -1.2456 1.7623 6.3184 -0.245 -0.155 0.291
C -2.2151 0.5901 6.0483 0.121 0.095 0.092
N -3.6150 1.0197 6.0741 0.084 -0.195 0.198
O -3.1486 3.2170 3.8361 -0.018 0.324 -0.415
S -3.5157 2.1992 2.6920 -0.290 0.171 -0.024
O -3.3388 0.8741 3.2154 -0.070 -0.156 -0.250
O -4.7994 2.5932 2.1893 0.338 -0.151 0.237
C -2.2916 2.5262 1.4144 0.355 0.056 -0.195
C -2.3223 1.3946 0.3756 -0.265 -0.413 0.002
C -1.9606 -0.0298 0.8568 -0.095 0.081 -0.398
C -3.1280 -1.0149 0.8098 -0.166 -0.073 0.171
C -2.9552 -2.2763 1.6960 0.034 0.049 -0.210
C -1.5771 -2.4612 2.3451 -0.175 -0.191 0.260
C -1.2918 -3.9138 2.7771 -0.040 0.179 0.012
C -0.2314 -4.6142 1.9183 -0.194 -0.063 0.172
C -0.3989 -4.4556 0.4022 -0.022 -0.317 0.000
O 0.7929 -4.0778 -0.2576 0.099 -0.010 -0.183
C 1.0959 -2.7172 -0.1235 0.060 0.245 0.052
H 3.9976 -2.3186 5.5034 -0.103 -0.045 0.014
H 3.1149 -2.5755 3.9873 0.015 -0.079 -0.032
H 4.8539 -2.2724 3.9663 -0.007 -0.064 0.044
H 2.6122 -0.2818 4.5033 -0.031 -0.001 0.201
H 4.2627 0.0125 5.0855 -0.188 0.162 0.107
H 5.1217 0.2551 2.9356 0.042 -0.073 -0.061
H 3.9026 -0.7709 2.2167 -0.017 0.071 -0.051
H 3.9669 2.1114 2.3582 -0.059 0.008 0.049
H 2.5951 1.5891 3.2984 -0.073 0.061 -0.004
H 2.7246 1.9094 0.4937 -0.053 -0.093 -0.107
H 2.7439 0.1753 0.6940 0.005 -0.055 0.042
H 0.7295 0.7760 2.4168 -0.123 -0.144 0.009
H 0.4691 0.4457 0.7017 0.001 0.083 0.230
H 0.1573 2.6805 0.1351 -0.029 0.142 0.050
H 1.1066 3.2751 1.4668 -0.030 -0.039 0.071
H -0.9158 4.0195 2.0555 -0.021 -0.019 -0.121
H 0.1970 2.7288 3.8633 -0.039 -0.030 -0.025
H -0.9657 1.4293 3.6205 -0.058 0.037 0.028
H -1.5026 4.3738 4.1102 -0.251 0.047 0.003
H -2.7284 3.3123 6.2124 0.045 0.046 -0.018
H -1.0688 3.8981 6.2315 0.061 -0.029 0.055
H -1.1025 1.8321 7.4017 0.019 0.112 -0.042
H -0.2615 1.5308 5.9049 0.031 -0.066 0.011
H -1.9847 0.1341 5.0852 -0.187 0.089 -0.023
H -2.0310 -0.1778 6.8075 0.137 -0.064 -0.086
H -4.1683 0.4834 5.4227 0.011 0.034 -0.166
H -4.0039 0.8610 6.9922 -0.089 0.047 0.108
H -2.6958 3.4160 0.9264 -0.088 -0.063 0.035
H -3.3302 1.3766 -0.0538 0.049 0.027 -0.001
H -1.6613 1.6529 -0.4523 -0.010 0.299 0.113
H -1.5482 0.0135 1.8570 0.070 -0.008 0.085
H -1.1754 -0.4128 0.1969 -0.065 -0.011 0.156
H -4.0457 -0.5034 1.1083 0.059 0.008 -0.007
H -3.2796 -1.3265 -0.2288 0.017 0.076 -0.009
H -3.1934 -3.1611 1.0970 0.032 0.013 0.047
H -3.6960 -2.2496 2.4975 -0.021 -0.049 -0.005
H -1.5459 -1.8232 3.2319 0.154 0.112 -0.079
H -0.7836 -2.1259 1.6762 -0.004 0.033 0.065
H -0.9420 -3.9142 3.8118 -0.009 -0.104 0.000
H -2.2224 -4.4902 2.7798 0.009 0.033 -0.069
H -0.2419 -5.6794 2.1557 0.124 -0.009 0.064
H 0.7562 -4.2513 2.2122 0.029 0.078 -0.141
H -0.6666 -5.4171 -0.0376 -0.053 0.039 -0.024
H -1.1982 -3.7509 0.1502 -0.001 0.092 0.019
H 1.9379 -2.4935 -0.7750 0.070 -0.052 -0.035
H 1.3735 -2.4457 0.9037 -0.007 -0.014 0.023
H 0.2506 -2.0826 -0.4235 -0.011 -0.061 -0.012
C -2.0873 2.0144 -6.6593 0.061 -0.037 0.004
C -1.6998 0.5500 -6.4762 -0.055 0.043 -0.059
C -2.7078 -0.2521 -5.6565 0.008 -0.034 0.018
C -2.9100 0.2426 -4.2235 -0.014 0.019 -0.001
C -1.6441 0.2953 -3.3687 0.005 -0.122 0.010
C -0.9862 -1.0668 -3.1606 0.003 0.095 0.009
H -2.1465 2.5392 -5.7044 -0.008 0.002 0.002
H -1.3546 2.5380 -7.2749 -0.012 0.007 -0.007
H -3.0589 2.1013 -7.1501 -0.019 0.010 0.018
H -0.7119 0.4901 -6.0151 0.064 -0.022 0.036
H -1.6019 0.0813 -7.4590 0.017 0.001 0.002
H -2.3988 -1.3010 -5.6414 0.003 -0.001 0.012
H -3.6755 -0.2328 -6.1674 -0.003 0.001 -0.008
H -3.6380 -0.4109 -3.7324 0.000 0.000 0.020
H -3.3658 1.2364 -4.2413 0.000 0.000 -0.006
H -1.9135 0.7044 -2.3929 0.013 0.046 0.018
H -0.9189 0.9901 -3.8044 -0.015 0.011 -0.012
H -1.6823 -1.7666 -2.6920 -0.010 -0.025 -0.006
H -0.1103 -0.9844 -2.5130 -0.005 -0.010 -0.017
H -0.6533 -1.5059 -4.1023 -0.007 -0.023 -0.008
C 3.4602 0.3708 -2.8124 0.028 0.084 -0.014
C 3.0727 1.0254 -4.1345 -0.024 0.000 0.059
C 2.2550 0.1161 -5.0475 -0.039 0.003 -0.038
C 2.9621 -1.1669 -5.4854 0.001 -0.012 0.031
C 4.2889 -0.9504 -6.2108 -0.022 -0.005 -0.068
C 4.1500 -0.1638 -7.5110 0.052 -0.011 0.054
H 4.0948 -0.5035 -2.9635 -0.005 -0.018 0.002
H 4.0098 1.0701 -2.1804 -0.006 -0.021 0.033
H 2.5712 0.0514 -2.2625 -0.013 -0.033 0.006
H 3.9737 1.3670 -4.6511 0.003 0.000 -0.018
H 2.4851 1.9244 -3.9281 0.014 0.013 -0.001
H 1.9489 0.6842 -5.9300 -0.007 -0.001 -0.023
H 1.3300 -0.1595 -4.5315 -0.011 0.007 0.011
H 2.2871 -1.7268 -6.1405 0.004 -0.007 -0.009
H 3.1321 -1.8066 -4.6150 -0.009 0.004 0.008
H 4.7267 -1.9274 -6.4302 0.018 0.001 0.008
H 4.9984 -0.4431 -5.5512 0.000 -0.006 0.020
H 3.4683 -0.6685 -8.1987 -0.024 0.013 -0.003
H 5.1139 -0.0620 -8.0110 -0.006 -0.002 -0.016
H 3.7651 0.8419 -7.3358 -0.009 0.003 -0.003
```
Forces are in eV/Å.

Calculated values
SMILES string: CCCCCCC[C@@H]1C[C@H](CCCN)OS(=O)(=O)[C@@H]1CCCCCCCCOC.CCCCCC.CCCCCC
LUMO (Ha): 0.018
E_tot (eV): -58026.6410

Löwdin population analysis, charges in e, atoms 1 to 99: -0.114, -0.262, -0.208, -0.194, -0.187, -0.186, -0.142, -0.262, -0.137, -0.294, -0.143, -0.188, -0.264, 0.009, -0.184, 0.659, -0.264, -0.252, -0.262, -0.157, -0.223, -0.181, -0.182, -0.211, -0.191, -0.164, -0.216, -0.174, -0.125, 0.066, 0.063, 0.072, 0.093, 0.103, 0.107, 0.097, 0.104, 0.093, 0.103, 0.090, 0.100, 0.081, 0.118, 0.121, 0.140, 0.140, 0.100, 0.146, 0.113, 0.116, 0.106, 0.098, 0.079, 0.103, 0.057, 0.072, 0.136, 0.122, 0.092, 0.078, 0.080, 0.101, 0.105, 0.100, 0.111, 0.104, 0.076, 0.104, 0.109, 0.107, 0.108, 0.124, 0.108, 0.089, 0.081, 0.062, -0.108, -0.265, -0.224, -0.220, -0.253, -0.105, 0.064, 0.069, 0.075, 0.080, 0.106, 0.102, 0.110, 0.110, 0.103, 0.079, 0.098, 0.076, 0.051, 0.066, -0.107, -0.259, -0.230

---

2.
Below is an isolated molecule of C16H21NO3, with properties calculated with the ωB97M-V functional and the def2-TZVPD basis.

The geometry in XYZ format:
```
41
Properties=species:S:1:pos:R:3:forces:R:3
C -4.1738 -2.8974 -0.5717 -0.007 -0.010 0.042
C -3.6356 -1.5332 -0.2656 0.017 0.080 -0.003
C -4.3874 -0.6371 0.4860 0.210 0.096 -0.060
C -3.9170 0.6328 0.7985 -0.019 -0.091 0.012
C -4.7634 1.5782 1.5951 -0.042 0.022 -0.054
C -2.6637 1.0137 0.3438 0.126 -0.148 -0.123
C -1.8968 0.1305 -0.4103 -0.374 -0.086 0.148
C -0.5571 0.4992 -0.9090 0.305 -0.183 -0.262
O 0.1585 -0.2476 -1.5464 -0.194 0.121 0.015
O -0.2094 1.7483 -0.5871 -0.295 -0.017 0.221
C 1.0359 2.2494 -1.0625 0.505 0.187 -0.208
C 2.2155 1.8571 -0.1501 -0.533 0.033 -0.425
O 2.8091 2.6774 0.5166 0.148 0.388 0.201
N 2.5022 0.5496 -0.1962 0.083 -0.495 -0.097
C 3.5338 -0.0744 0.6033 0.170 0.276 0.122
C 2.9243 -1.1165 1.5681 0.069 -0.066 0.119
C 3.5447 -2.4653 1.1874 -0.090 -0.062 -0.036
C 3.9545 -2.2871 -0.2717 0.198 -0.021 0.122
C 4.5034 -0.8638 -0.2905 -0.053 -0.031 -0.036
C -2.3845 -1.1393 -0.7103 0.114 0.194 0.021
H -4.2383 -3.4889 0.3413 -0.021 -0.098 0.010
H -3.5316 -3.4190 -1.2759 0.002 -0.082 -0.048
H -5.1749 -2.8274 -0.9935 -0.057 -0.063 -0.046
H -5.3649 -0.9375 0.8376 -0.132 -0.036 0.058
H -5.5065 2.0458 0.9488 -0.069 0.075 0.028
H -4.1564 2.3634 2.0378 -0.010 0.070 0.065
H -5.2929 1.0509 2.3856 -0.045 0.025 0.077
H -2.2742 1.9931 0.5727 0.013 0.094 0.043
H 1.2194 1.8798 -2.0779 -0.069 0.090 0.129
H 0.9370 3.3358 -1.0600 0.072 -0.209 0.040
H 1.9448 -0.0558 -0.7891 -0.035 0.279 0.032
H 4.0343 0.7388 1.1336 -0.062 -0.143 -0.077
H 1.8426 -1.1424 1.4272 -0.010 0.035 0.043
H 3.1174 -0.8602 2.6080 -0.074 0.029 0.050
H 4.4310 -2.6548 1.7947 0.038 -0.062 0.020
H 2.8500 -3.2913 1.3305 0.033 -0.073 0.074
H 4.6881 -3.0239 -0.5947 -0.041 -0.061 -0.099
H 3.0796 -2.3625 -0.9194 -0.069 -0.046 -0.088
H 4.5582 -0.4386 -1.2914 0.086 0.081 0.007
H 5.5017 -0.8457 0.1473 0.071 -0.021 0.012
H -1.7685 -1.8048 -1.2963 0.043 -0.073 -0.051
```
Forces are in eV/Å.

Calculated values
SMILES string: Cc1cc(C)cc(C(=O)OCC(=O)NC2CCCC2)c1
LUMO (Ha): 0.010
E_tot (eV): -24566.7589

Partial atomic charges computed with the natural (NBO) method, in multiples of e: -0.627, -0.013, -0.181, -0.028, -0.627, -0.127, -0.176, 0.803, -0.635, -0.491, -0.163, 0.646, -0.621, -0.622, -0.065, -0.415, -0.403, -0.405, -0.408, -0.171, 0.222, 0.218, 0.220, 0.206, 0.222, 0.219, 0.218, 0.220, 0.206, 0.220, 0.425, 0.238, 0.209, 0.218, 0.197, 0.211, 0.213, 0.195, 0.217, 0.206, 0.229

---

Energy relative to the best compared isomer or geometry (same formula, charge and spin)
In order: 0.000, 0.137
Unit: eV